Entry 1:
{"formula": "C4H13N2O", "method": "ωB97M-V with the def2-TZVPD basis set", "symbols": ["C", "C", "N", "H", "H", "H", "H", "H", "H", "H", "H", "C", "C", "O", "N", "H", "H", "H", "H", "H"], "coordinates": [[-0.58212, -1.24441, -1.95353], [-1.62722, -1.19542, -0.85720], [0.83102, -0.89652, -1.34030], [-0.46776, -2.28044, -2.41895], [-0.75058, -0.45479, -2.77705], [-1.64242, -2.08251, -0.14403], [-2.57584, -1.07690, -1.21044], [1.38910, -1.74620, -1.55119], [1.14154, 0.02314, -1.70603], [0.82970, -0.77189, -0.27051], [-1.47753, -0.27615, -0.19685], [0.63957, 0.40083, 2.17918], [0.59599, 1.36308, 1.06145], [1.03557, 0.98489, -0.07968], [0.21221, 2.67586, 1.19746], [1.62244, -0.13361, 2.43603], [0.03291, -0.53763, 1.99929], [0.06866, 3.27250, 0.42788], [0.31030, 3.31926, 2.04963], [0.41446, 0.65692, 3.15483]], "max_force_ev_per_a": 4.4, "charge": 0, "orbital_gap_ev": [3.22, 8.29], "multiplicity": 2, "lumo_ev": [0.4988, 0.3111], "homo_energy_ev": [-2.718, -7.980]}


Entry 2:
{"formula": "C4H13N2O", "method": "ωB97M-V with the def2-TZVPD basis set", "symbols": ["C", "C", "O", "N", "H", "H", "H", "H", "H", "C", "C", "N", "H", "H", "H", "H", "H", "H", "H", "H"], "coordinates": [[0.42941, 2.05300, -2.35650], [0.85940, 1.50764, -1.02834], [0.45126, 0.43726, -0.57737], [1.74726, 2.23590, -0.29758], [0.33939, 1.18856, -2.99281], [1.13062, 2.79237, -2.72225], [2.37755, 1.68521, 0.26906], [2.11670, 3.11984, -0.61538], [-0.57391, 2.46537, -2.34692], [-0.53315, -1.65516, 1.68432], [-0.60283, -2.73871, 0.64623], [-1.25949, -0.38710, 1.27676], [-0.99614, -1.91952, 2.62786], [0.51038, -1.39119, 1.84756], [-0.69222, -2.31840, -0.35727], [-1.44066, -3.43535, 0.74261], [-0.87108, 0.33124, 1.88309], [-0.99754, -0.13571, 0.32567], [-2.26771, -0.47378, 1.36305], [0.27276, -3.36148, 0.62820]], "max_force_ev_per_a": 1.3, "charge": 1, "orbital_gap_ev": 11.15, "lumo_ev": -3.0061, "homo_energy_ev": -14.155}


Entry 3:
{"formula": "C4H13N2O", "method": "ωB97M-V with the def2-TZVPD basis set", "symbols": ["C", "C", "C", "C", "N", "N", "O", "H", "H", "H", "H", "H", "H", "H", "H", "H", "H", "H", "H", "H"], "coordinates": [[-2.67426, 0.85738, 0.21717], [1.64456, -1.51722, -0.91672], [-1.58411, -0.02622, 0.82075], [0.74863, -0.72638, 0.10644], [1.48757, 1.40014, -0.26555], [-0.51675, -0.46536, -0.15262], [1.20472, -0.59414, 1.26066], [-2.30238, 1.86872, -0.11518], [-3.15512, 0.41258, -0.62056], [-3.53931, 0.71772, 0.99845], [1.98511, -2.49567, -0.29976], [2.66678, -1.00760, -1.14172], [1.14873, -1.71947, -1.79538], [-1.94086, -0.91586, 1.29195], [-1.26121, 0.45907, 1.67694], [1.71188, 1.18236, -1.21306], [2.23978, 1.91034, 0.23404], [-0.82510, -0.71602, -1.03131], [0.75091, 2.07309, -0.27410], [2.21041, -0.69745, 1.21956]], "max_force_ev_per_a": 4.8, "charge": 1, "orbital_gap_ev": 11.28, "lumo_ev": -3.0958, "homo_energy_ev": -14.380}